(1)
This record from the Open Molecules 2025 dataset describes 17 unconnected molecules or ions with the total composition C2H35O18. The level of theory is wB97M-V/def2-TZVPD.

The geometry in ORCA input format:
```
! wB97M-V def2-TZVPD RIJCOSX def2/J DEFGRID3
* xyz 0 2
O 0.044 1.238 -1.346
H 4.867 0.838 1.404
H 2.412 -0.774 -0.192
H -0.175 3.148 -3.137
O -3.161 1.096 -1.882
H -1.220 -1.231 -3.115
O -0.345 -1.760 -1.349
H -3.740 -3.072 -0.340
H 2.801 -2.903 -0.583
H 0.520 -1.826 -1.768
H 1.184 1.052 1.208
H 2.299 -1.718 2.669
H 1.751 1.680 -2.923
H 0.407 1.020 -3.195
C -0.305 2.485 -1.029
H -3.204 0.430 -2.592
H -1.779 3.195 -2.521
H -2.085 0.025 2.076
H 3.515 -3.618 0.482
H 1.335 2.102 4.846
H -0.317 -1.014 -0.749
H -1.715 4.034 0.399
H 0.761 0.591 -0.122
H -0.928 -0.185 -4.217
H 2.945 -0.482 -1.556
O 3.974 1.137 1.593
O -1.376 0.408 2.598
H -1.673 -2.946 -0.812
H -0.682 -4.780 1.579
O -0.275 2.911 0.097
O 2.883 -3.810 -0.223
O 0.839 0.235 0.798
O 1.507 1.157 4.915
O 1.331 1.024 -3.474
H -1.495 2.851 3.842
O -0.569 2.643 3.997
H -1.438 -4.475 -0.816
O 2.615 -1.383 1.819
O 0.247 -4.941 1.405
H -2.203 1.201 -1.874
O 2.716 -1.231 -0.993
H 0.576 -4.273 0.799
O -4.299 -2.287 -0.463
H 1.575 0.887 3.996
O -1.581 -0.820 -3.917
O -1.884 -3.769 -0.341
H 3.395 0.393 1.387
O -2.484 4.600 0.474
H -0.538 4.321 -1.891
H -3.232 4.009 0.598
H -0.549 0.226 2.131
H 1.766 -1.257 1.369
H -0.539 1.844 3.442
H -3.736 -1.531 -0.286
C -0.738 3.303 -2.217
*
```

Computed properties:
- energy (Eh) = -1451.39329
- HOMO-LUMO gap (alpha / beta) (eV) = 9.967 / 4.532
- LUMO (alpha / beta) (eV) = -0.96 / -6.39
- strongest force on any atom (eV/Å) = 1.47
- ⟨S²⟩ = 0.76

---

(2)
This record from the Open Molecules 2025 dataset describes a molecular structure, C2H36CdF6NO22S2. The level of theory is wB97M-V/def2-TZVPD.

The geometry in ORCA input format:
```
! wB97M-V def2-TZVPD RIJCOSX def2/J DEFGRID3
* xyz 1 1
N -0.620 0.918 -0.594
F 0.455 3.047 2.168
O 3.385 4.885 -1.188
O -3.875 1.734 2.156
H 0.832 0.593 3.700
O 3.025 -5.395 0.100
H 2.883 3.421 3.605
O -2.751 -0.412 -2.616
O -2.292 -0.476 0.585
H 1.524 -0.038 4.904
H -1.141 -1.771 3.489
H 3.524 -6.070 0.576
O 3.293 4.392 2.121
H -0.536 -2.362 -3.836
F 0.481 4.407 0.491
H -3.342 1.801 0.442
O 2.643 -1.006 -3.040
H 2.210 -3.279 -2.032
O -4.659 -1.545 -0.785
O 0.923 -0.240 4.176
F 1.305 -1.405 -0.102
F -0.547 -2.199 -0.919
O 2.889 3.085 4.527
H -4.728 -0.727 -0.282
H 3.000 -1.914 -3.112
O 1.127 2.602 -1.476
O -0.418 0.357 1.894
H -3.236 -1.087 -2.083
S 0.778 1.903 -0.262
H -2.469 -0.212 3.957
H -0.369 -1.546 -5.127
F -0.075 -2.480 1.164
H -2.032 4.387 -1.764
H 3.030 5.306 2.286
H 3.002 -4.543 -1.727
H -1.023 3.954 -2.846
O -3.435 1.782 -0.547
H 0.127 -5.760 -0.099
H 3.469 4.154 -1.824
H -2.789 -0.718 -3.534
H -1.274 -5.546 -0.676
H -3.566 2.617 2.391
Cd -1.950 1.504 -2.030
H -3.609 1.173 2.918
H 3.715 2.597 4.601
H 3.238 5.666 -1.731
O -1.470 3.645 -2.040
H -1.739 -4.362 -3.492
O 1.822 1.165 0.370
O -0.338 -5.410 -0.870
O 0.013 -1.673 -4.251
H 4.663 1.615 -1.940
H -4.394 -2.200 -0.126
H 1.698 -1.087 -3.237
H -0.600 -4.650 -2.480
H 3.369 4.333 1.157
H -1.871 0.778 4.961
H 2.636 -4.842 0.789
H -4.352 1.513 -0.689
O -2.675 0.592 4.463
F -1.263 3.151 0.953
C 0.033 -1.610 0.137
H -2.164 -2.693 4.159
C 0.070 3.261 0.938
O -2.085 -1.999 3.495
O -0.787 -4.509 -3.438
H 3.296 1.352 -2.566
O 4.018 1.995 -2.546
S -0.909 -0.088 0.608
O 2.907 -3.834 -2.384
*
```

Computed properties:
- ΔE to the lowest compared entry with this formula, charge and spin (kcal/mol) = 0.00
- energy (Eh) = -3370.91817
- HOMO-LUMO gap (eV) = 7.861
- LUMO (eV) = -4.63
- strongest force on any atom (eV/Å) = 3.91

---

(3)
This record from the Open Molecules 2025 dataset describes a molecular structure, C2H38BaO19. The level of theory is wB97M-V/def2-TZVPD.

The geometry in ORCA input format:
```
! wB97M-V def2-TZVPD RIJCOSX def2/J DEFGRID3
* xyz 0 1
H 1.238 0.544 -3.743
O -0.987 -2.752 0.866
H -1.469 0.354 2.936
H -4.390 1.638 -1.079
H -3.056 1.313 -0.455
H 3.423 -2.993 -0.485
O 3.391 0.104 0.091
O -5.062 -1.043 -0.327
H -1.363 2.874 0.695
H -0.545 4.007 -0.451
H -2.598 -2.638 -1.659
O 2.144 0.412 -3.545
H 3.522 0.408 0.999
O -2.417 -0.757 -3.050
H 0.591 -2.230 -2.776
O -1.720 0.111 2.020
O -1.611 0.929 -1.069
H 1.249 3.451 2.832
O -0.814 1.188 4.433
H -3.667 -2.611 -0.622
H 3.307 0.951 -0.373
H 0.652 -3.780 2.249
H 1.567 2.426 -0.741
H 3.132 1.972 2.686
H 2.147 -2.997 -1.298
H 1.844 -1.592 2.851
H -0.829 -1.863 -2.295
H -1.709 -2.397 1.417
H 4.468 1.340 3.399
O 2.500 -2.996 -0.393
H -5.954 -1.169 -0.112
O 3.987 1.560 2.528
H -0.665 2.415 -2.299
O 1.967 -0.631 2.754
O 0.046 -2.098 -2.003
H 2.690 -1.430 -3.106
O 1.535 -3.475 2.187
H -1.410 1.802 4.784
O -2.991 -3.209 -0.974
H -2.356 0.707 1.621
H 2.878 3.315 -1.362
O 0.533 2.321 0.032
H -2.317 2.761 -1.771
H -2.388 -0.096 -2.286
H 0.923 2.456 1.660
H 2.444 0.998 -2.814
O -3.967 1.676 -0.215
H -4.779 -0.164 -0.009
Ba 0.399 -0.262 0.206
H -2.865 -0.331 -3.755
H -0.194 1.695 3.936
H -1.419 -3.302 0.220
O 2.614 -2.405 -3.114
H 1.802 -3.539 1.268
C -1.377 2.244 -1.489
H 3.116 -2.826 -3.822
O 1.117 2.515 2.661
O 2.470 2.453 -1.291
H 1.961 -0.276 3.683
C -0.738 2.924 -0.233
*
```

Computed properties:
- ΔE to the lowest compared entry with this formula, charge and spin (kcal/mol) = 0.00
- energy (Eh) = -1554.23714
- HOMO-LUMO gap (eV) = 8.511
- LUMO (eV) = 0.05
- strongest force on any atom (eV/Å) = 2.68